{"formula": "C28H22F6IN3O4PPtS2", "method": "ωB97M-V/def2-TZVPD", "species": ["C", "H", "H", "N", "H", "C", "H", "H", "H", "F", "C", "P", "H", "H", "C", "C", "O", "H", "C", "F", "N", "C", "O", "H", "O", "C", "C", "H", "C", "C", "H", "C", "F", "C", "H", "C", "C", "C", "H", "C", "C", "C", "C", "H", "H", "H", "O", "F", "H", "S", "H", "C", "C", "I", "C", "N", "F", "Pt", "C", "C", "H", "H", "C", "H", "C", "S", "F", "C"], "coordinates": [[3.75750, -1.21250, -1.59500], [-1.20280, 1.60050, 2.73050], [4.42740, -1.74110, -2.23900], [2.04520, -0.21160, -0.62010], [-5.78540, -0.18030, 3.10790], [-4.78930, 0.22840, 3.03110], [-2.17070, 7.52490, 0.52870], [2.12990, 0.96200, 1.72460], [1.75530, -1.14670, -2.51540], [2.83010, -3.52690, 0.18370], [0.42020, 5.41900, 0.07830], [-2.04890, 1.19970, 0.11740], [-2.20500, 1.23900, 4.96300], [-4.45580, 2.22770, -0.23620], [-1.68480, 4.17020, -0.03860], [1.79910, -3.93160, 0.94170], [-2.72310, -2.46800, 2.94630], [5.08540, -0.72760, -0.01260], [-2.94890, 0.93930, 1.67620], [1.32660, -5.05590, 0.42820], [-0.64780, -3.32640, 1.77340], [-2.77560, 1.02140, 4.07340], [0.19310, -2.35780, -0.42770], [-3.75150, -1.21730, -0.42820], [1.07700, -1.49990, 1.66670], [-4.15700, -1.14180, -2.52640], [-2.47730, 2.99450, -0.10830], [0.30000, 7.50020, 0.59410], [-3.60340, -0.67510, -1.34660], [-4.50370, 4.35250, -0.11500], [-3.00350, 1.22750, -4.65200], [-4.05930, 0.50890, 4.17420], [-2.95550, -4.92990, 1.10360], [-1.62470, 6.60660, 0.37640], [-4.73770, -2.05260, -2.51950], [3.14550, 0.70800, 1.42060], [-3.18390, 0.69560, -3.72910], [-0.27940, 4.26200, -0.16020], [1.49410, 5.42540, -0.02200], [-2.85600, 0.49960, -1.34580], [-4.24320, 0.44430, 1.77890], [-3.02800, -3.70140, 0.61770], [-2.35940, 5.42390, 0.14690], [-2.03240, 2.06680, -2.56560], [3.71620, 1.62410, 1.26520], [-5.57810, 4.38950, -0.20640], [-1.86360, -1.31270, 0.97760], [2.27310, -4.15990, 2.15860], [-4.40370, -0.82410, -4.62590], [0.47560, -2.60530, 0.95920], [-4.48650, 0.31580, 5.14430], [-3.95910, -0.45530, -3.71430], [-2.21760, 1.22610, 2.82710], [0.88840, 2.65590, -1.00320], [-0.25940, 6.60140, 0.39100], [4.15690, -0.67500, -0.40220], [-4.31450, -3.35410, 0.53940], [0.01700, 0.07230, 0.12960], [-3.85220, 3.12000, -0.16370], [3.09980, -0.07270, 0.16540], [-4.24650, 6.44620, 0.17110], [-4.82280, 0.20320, 0.89920], [2.43630, -0.91650, -1.72140], [3.61000, 0.13190, 2.21730], [-2.63090, 1.16590, -2.55410], [-2.01460, -2.55570, 1.72250], [-2.53590, -3.70580, -0.61880], [-3.76580, 5.48500, 0.08090]], "forces_ev_per_a": [[-0.41, -0.04, -0.51], [0.00, -0.02, 0.10], [0.11, -0.13, -0.13], [-0.38, 0.37, 0.49], [-0.09, -0.02, 0.04], [-0.06, 0.01, -0.01], [-0.06, 0.10, 0.05], [0.15, 0.02, 0.03], [-0.09, -0.15, -0.09], [-0.43, 0.30, 0.04], [0.02, -0.67, -0.23], [-0.56, 0.67, -0.32], [0.05, 0.02, 0.08], [-0.10, -0.03, -0.01], [-0.10, 0.15, 0.00], [0.24, -0.26, 0.05], [0.05, -0.33, 0.27], [-0.10, 0.04, 0.02], [0.25, -0.13, 0.07], [-0.17, 0.16, 0.06], [0.10, 0.02, 0.09], [-0.07, -0.03, 0.07], [-0.04, -0.10, -0.77], [-0.08, 0.00, -0.05], [0.33, 0.56, 0.46], [-0.01, -0.03, -0.11], [-0.12, -0.15, -0.10], [0.05, 0.10, -0.01], [0.06, 0.13, 0.15], [0.08, 0.30, -0.01], [-0.03, 0.01, -0.06], [0.03, 0.02, 0.01], [0.05, 0.01, 0.21], [0.32, 0.05, -0.04], [-0.06, -0.04, 0.03], [-0.04, -0.05, 0.14], [0.05, -0.04, -0.02], [0.72, -0.24, -0.13], [0.11, 0.03, 0.01], [-0.08, -0.13, -0.09], [0.08, 0.06, -0.10], [0.05, -0.18, -0.14], [0.13, -0.27, -0.02], [0.00, 0.08, -0.05], [-0.01, 0.05, 0.06], [-0.08, 0.04, 0.04], [-0.03, -0.07, -0.32], [-0.31, 0.11, 0.06], [-0.02, -0.02, -0.09], [1.22, -2.24, 0.38], [-0.07, -0.01, 0.14], [0.01, -0.05, 0.06], [0.05, 0.10, -0.29], [-0.52, 0.79, 0.45], [-0.36, 0.13, 0.07], [-0.13, 0.15, 0.18], [0.19, 0.34, 0.31], [0.11, 0.93, -0.24], [0.35, -0.15, -0.06], [0.16, 0.32, 0.24], [-0.05, 0.14, 0.05], [-0.02, 0.00, -0.05], [0.50, -0.27, -0.49], [0.02, -0.01, 0.09], [-0.02, 0.04, 0.17], [-0.98, -0.42, -0.20], [0.20, 0.18, 0.06], [-0.14, -0.26, -0.03]], "charge": 1, "multiplicity": 3, "homo_ha": [-0.4004, -0.4104], "lumo_energy_ev": [-2.829, -4.957]}



{"formula": "C28H22F7NO5RuSTe", "method": "ωB97M-V/def2-TZVPD", "species": ["O", "H", "O", "C", "C", "O", "H", "H", "C", "H", "O", "H", "Ru", "C", "F", "H", "H", "F", "C", "F", "H", "H", "C", "C", "H", "H", "C", "H", "O", "F", "C", "C", "C", "C", "S", "H", "C", "H", "C", "H", "H", "C", "H", "C", "C", "C", "H", "C", "Te", "F", "H", "F", "C", "H", "C", "C", "H", "C", "N", "C", "H", "C", "C", "F", "C", "C"], "coordinates": [[-3.66114, -5.60296, -1.31707], [-1.28511, -4.69915, -2.00358], [0.13308, -0.51782, -3.51622], [-4.55922, 3.47077, -1.39857], [-2.29448, -0.90853, -0.56078], [0.78044, -0.43439, -1.44030], [6.98075, 0.48549, 0.20246], [-4.86022, 4.00511, -2.30082], [1.50816, 0.20871, 2.20652], [-2.41128, 3.85997, -2.98501], [-3.74791, -5.84122, 0.87644], [-3.15200, -5.09792, -1.96219], [1.11638, 0.53362, 0.23564], [5.19780, 0.33179, 1.36864], [1.28592, 1.92173, -1.14127], [-4.19851, 0.94796, -0.44575], [-1.94513, -1.72488, -1.19007], [-1.94404, 3.93080, 0.96538], [3.25855, 0.05516, 3.80848], [0.10561, -0.01432, 5.50294], [0.19520, 1.66004, -4.27109], [5.74683, 0.52880, -1.97222], [-0.01819, -3.42617, -0.87067], [-1.12756, -4.23982, -1.03319], [0.64252, -3.21670, -1.70127], [-2.39879, -4.08746, 2.09229], [-3.18982, -5.35979, -0.07050], [-1.62131, -0.84369, 0.29382], [-0.59070, 1.27539, 0.72920], [1.74811, 2.57237, 1.02919], [-1.32285, 2.03136, -2.78211], [3.80853, 0.26149, 1.32801], [2.34386, -0.02129, 4.83929], [-3.43531, 2.51262, -1.68071], [1.71654, -1.89536, 0.55921], [0.53791, 3.01423, -3.20147], [-1.98681, -4.47916, 0.03445], [-3.28836, -1.15093, -0.18367], [-2.39132, 2.87929, -2.51930], [-5.42805, 2.95717, -0.98793], [-4.22668, 4.21261, -0.66906], [-2.31599, 0.39708, -1.29573], [2.66634, -0.11940, 5.86477], [-1.72256, -3.89300, 1.27113], [1.00638, 0.04913, 4.50348], [5.22492, 0.44826, -1.02992], [-0.49671, 0.28058, 2.98310], [-0.61424, -3.08501, 1.43402], [-0.16394, 3.30397, 0.53441], [0.50598, 5.07688, 0.98125], [3.23547, 0.38666, -1.90419], [-0.16169, 3.14535, 2.41877], [0.25748, -2.85013, 0.36811], [-0.68786, 3.18311, -4.46850], [0.55666, 0.17590, 3.20318], [-0.08264, -0.09730, -2.39631], [5.70968, 0.32246, 2.31564], [3.84635, 0.37951, -1.01094], [3.18075, 0.28540, 0.13545], [-3.39105, 1.25879, -1.10017], [-0.40470, -2.62195, 2.39021], [5.90015, 0.42558, 0.18022], [-0.25619, 2.49369, -3.74217], [4.56805, 0.00346, 4.14843], [2.88804, 0.16648, 2.47770], [-1.27012, 0.78963, -2.12908]], "forces_ev_per_a": [[0.05, -0.02, -0.02], [0.00, 0.01, 0.00], [-0.16, -0.15, -0.02], [0.12, 0.04, 0.06], [-0.02, -0.02, -0.02], [-0.79, -0.39, -0.14], [0.00, 0.00, 0.00], [-0.02, -0.02, -0.01], [0.17, -0.38, 0.24], [0.01, -0.03, -0.06], [-0.01, 0.00, -0.01], [-0.05, 0.03, 0.01], [1.37, 1.34, -0.71], [-0.02, -0.02, -0.01], [-0.11, -0.26, -0.58], [0.01, -0.02, 0.00], [-0.05, 0.01, -0.04], [-0.23, -0.17, -0.37], [-0.02, 0.01, -0.02], [0.02, 0.02, -0.01], [-0.01, -0.01, -0.03], [0.01, -0.02, 0.00], [0.11, -0.04, -0.01], [0.07, -0.07, 0.03], [-0.01, 0.00, -0.01], [0.00, 0.00, 0.01], [-0.01, 0.04, 0.03], [-0.02, 0.06, -0.01], [0.53, -0.54, -0.11], [-0.25, -0.73, 0.25], [0.03, -0.04, -0.04], [-0.11, -0.07, 0.06], [0.04, -0.01, -0.02], [-0.05, 0.04, -0.04], [-0.66, 0.05, 0.42], [-0.01, -0.02, 0.00], [-0.04, -0.04, 0.00], [-0.01, -0.03, -0.02], [0.02, 0.01, -0.04], [-0.01, -0.01, 0.00], [-0.03, -0.01, 0.04], [-0.02, 0.02, 0.13], [0.00, 0.01, 0.01], [0.02, 0.01, -0.04], [-0.06, 0.00, -0.02], [0.00, 0.00, -0.04], [0.00, -0.03, -0.02], [0.06, -0.02, 0.04], [-0.57, 0.78, 1.04], [0.20, 0.10, -0.06], [0.00, 0.04, 0.00], [-0.03, -0.08, -0.02], [-0.14, -0.01, -0.05], [0.02, 0.01, 0.00], [0.07, 0.01, 0.09], [0.31, -0.07, -0.12], [0.01, -0.01, -0.01], [0.00, -0.08, 0.03], [0.09, 0.28, 0.09], [-0.01, -0.05, 0.03], [0.00, -0.02, 0.01], [0.00, 0.01, 0.02], [0.04, 0.08, 0.12], [-0.01, 0.00, 0.02], [0.09, 0.27, 0.03], [0.06, 0.21, -0.04]], "e_above_lowest_ev": 1.272, "charge": -1, "multiplicity": 2, "homo_ha": [-0.2142, -0.2128], "lumo_energy_ev": [1.330, 0.855]}